Density functional theory data (wB97M-V/def2-TZVPD) for a cluster of 16 separate species, C76H188N18O26P6S10 in total.

XYZ file:
```
324
C76H188N18O26P6S10, DFT wB97M-V/def2-TZVPD
O 4.260 -2.262 -7.341
P 3.684 -2.723 -6.093
N 2.130 -3.485 -6.188
C 1.530 -4.454 -5.221
C 1.155 -2.890 -7.086
N 3.453 -1.512 -4.847
C 2.787 -1.860 -3.609
C 3.617 -0.088 -5.130
N 4.668 -3.859 -5.177
C 5.031 -5.052 -5.886
C 5.812 -3.245 -4.485
H 2.338 -5.053 -4.800
H 0.713 -5.094 -5.554
H 1.086 -4.123 -4.282
H 1.518 -2.693 -8.094
H 0.769 -1.989 -6.608
H 0.383 -3.642 -7.252
H 3.263 -1.403 -2.741
H 1.806 -1.384 -3.626
H 2.642 -2.934 -3.495
H 3.205 0.193 -6.099
H 3.080 0.487 -4.376
H 4.685 0.113 -5.044
H 4.175 -5.542 -6.352
H 5.820 -4.828 -6.603
H 5.331 -5.769 -5.122
H 6.302 -2.458 -5.059
H 6.524 -3.982 -4.116
H 5.585 -2.623 -3.619
O 4.081 -2.507 0.115
P 5.218 -1.976 0.936
N 4.819 -0.577 1.854
C 4.300 -0.593 3.256
C 4.952 0.728 1.312
N 6.614 -1.547 -0.032
C 7.870 -1.174 0.465
C 6.583 -1.503 -1.469
N 5.839 -3.065 2.080
C 5.799 -4.416 1.824
C 6.614 -2.681 3.249
H 4.160 -1.555 3.749
H 3.278 -0.227 3.165
H 4.872 0.097 3.876
H 6.011 0.929 1.147
H 4.592 1.551 1.929
H 4.361 0.771 0.398
H 7.891 -1.289 1.548
H 8.724 -1.714 0.055
H 8.075 -0.114 0.313
H 7.348 -0.884 -1.936
H 6.806 -2.516 -1.803
H 5.569 -1.321 -1.825
H 5.129 -4.731 1.024
H 6.818 -4.746 1.620
H 5.425 -4.817 2.766
H 5.928 -2.837 4.081
H 6.765 -1.601 3.253
H 7.544 -3.235 3.381
O -6.926 3.529 1.567
P -5.769 2.634 1.353
N -6.126 1.443 0.238
C -7.506 1.027 0.082
C -5.121 0.638 -0.439
N -5.357 1.762 2.800
C -4.300 0.698 2.875
C -5.961 2.035 4.063
N -4.317 3.330 0.729
C -2.997 3.489 1.325
C -4.445 3.918 -0.634
H -8.149 1.856 -0.215
H -7.887 0.669 1.038
H -7.521 0.151 -0.568
H -5.408 -0.395 -0.635
H -4.127 0.669 0.006
H -4.954 1.129 -1.397
H -4.588 -0.044 3.620
H -4.231 0.122 1.953
H -3.278 1.067 2.965
H -5.448 2.856 4.564
H -6.997 2.325 3.887
H -6.014 1.179 4.735
H -2.332 3.792 0.516
H -2.913 4.270 2.081
H -2.612 2.505 1.596
H -5.476 4.013 -0.975
H -4.043 3.236 -1.383
H -4.063 4.939 -0.640
O -6.677 3.378 -6.902
P -6.465 2.292 -5.935
N -6.801 0.675 -6.450
C -6.267 -0.526 -5.824
C -7.965 0.447 -7.286
N -7.535 2.270 -4.603
C -7.347 1.299 -3.450
C -8.695 3.194 -4.577
N -4.865 2.146 -5.242
C -3.757 2.041 -6.119
C -4.589 3.120 -4.187
H -6.973 -0.848 -5.058
H -5.355 -0.325 -5.263
H -6.090 -1.327 -6.543
H -8.331 1.408 -7.648
H -8.780 -0.011 -6.725
H -7.688 -0.135 -8.165
H -6.332 0.913 -3.355
H -7.536 1.854 -2.531
H -8.118 0.535 -3.553
H -9.539 2.734 -4.063
H -8.433 4.052 -3.958
H -8.879 3.442 -5.623
H -3.213 1.112 -5.946
H -4.047 2.042 -7.169
H -3.021 2.807 -5.874
H -4.391 4.066 -4.690
H -3.724 2.757 -3.632
H -5.347 3.184 -3.405
O 7.742 4.272 6.222
P 6.373 3.822 6.680
N 5.160 3.770 5.414
C 5.494 3.021 4.180
C 4.406 5.024 5.111
N 5.624 4.797 7.940
C 4.521 4.353 8.723
C 6.098 6.093 8.213
N 6.444 2.294 7.391
C 7.604 2.023 8.311
C 5.348 1.360 7.490
H 5.968 3.596 3.385
H 4.613 2.538 3.756
H 6.130 2.173 4.433
H 4.947 5.944 5.329
H 3.492 5.079 5.703
H 4.229 5.161 4.044
H 4.784 3.487 9.330
H 4.246 5.125 9.442
H 3.686 4.220 8.035
H 7.090 5.996 8.656
H 6.323 6.707 7.341
H 5.470 6.597 8.948
H 8.301 2.859 8.369
H 7.251 1.901 9.334
H 8.166 1.131 8.031
H 5.507 0.438 8.048
H 5.164 0.968 6.490
H 4.442 1.832 7.871
O 3.896 7.171 -0.511
P 2.793 6.907 0.486
N 2.668 5.228 0.893
C 1.777 4.792 1.976
C 3.906 4.429 0.813
N 1.236 7.323 -0.115
C -0.046 6.505 0.091
C 1.074 8.483 -0.956
N 2.956 7.710 1.990
C 1.903 8.189 2.932
C 4.278 7.866 2.647
H 2.335 4.236 2.729
H 1.035 4.052 1.676
H 1.215 5.576 2.481
H 3.959 4.058 -0.210
H 3.936 3.550 1.458
H 4.733 5.123 0.961
H -0.887 7.083 -0.292
H -0.087 5.543 -0.418
H -0.232 6.406 1.160
H 0.278 9.151 -0.626
H 2.019 8.997 -1.127
H 0.691 8.196 -1.935
H 2.069 7.549 3.798
H 2.149 9.208 3.231
H 0.887 8.060 2.558
H 4.845 6.939 2.568
H 4.252 8.027 3.725
H 4.879 8.552 2.051
C -0.087 5.249 -4.220
C 1.209 4.545 -3.764
C 0.930 3.414 -2.736
S -0.647 2.719 -3.411
O -1.524 2.311 -2.271
O -0.453 1.809 -4.523
C -1.272 4.315 -4.060
H 0.090 5.668 -5.210
H -0.314 6.158 -3.663
H 1.833 5.296 -3.279
H 1.821 4.149 -4.574
H 0.752 3.780 -1.725
H 1.522 2.509 -2.594
H -1.926 4.803 -3.337
H -1.815 4.081 -4.976
C -6.696 -7.126 -3.407
C -5.558 -8.120 -3.581
C -4.633 -8.031 -2.405
S -4.791 -6.286 -1.664
O -3.558 -5.521 -1.923
O -5.397 -6.439 -0.343
C -6.134 -5.829 -2.874
H -7.371 -7.477 -2.626
H -7.180 -6.880 -4.352
H -5.121 -7.788 -4.523
H -5.881 -9.136 -3.808
H -3.595 -8.209 -2.686
H -4.836 -8.682 -1.555
H -5.582 -5.355 -3.685
H -6.829 -5.157 -2.370
C -7.250 -2.938 0.396
C -8.226 -3.110 -0.746
C -9.648 -3.253 -0.121
S -9.734 -2.024 1.212
O -10.544 -2.683 2.240
O -10.040 -0.777 0.536
C -7.955 -2.269 1.601
H -6.495 -2.262 -0.005
H -6.822 -3.882 0.732
H -8.066 -3.992 -1.366
H -8.263 -2.204 -1.351
H -9.620 -4.192 0.431
H -10.635 -3.191 -0.580
H -8.204 -2.966 2.402
H -7.537 -1.388 2.087
C -4.357 -3.215 2.209
C -3.730 -4.167 1.211
C -3.593 -5.547 1.972
S -2.671 -5.025 3.505
O -1.279 -4.656 3.156
O -2.941 -5.878 4.642
C -3.673 -3.410 3.632
H -5.386 -3.575 2.219
H -4.302 -2.205 1.802
H -2.805 -3.722 0.842
H -4.433 -4.219 0.380
H -2.994 -6.239 1.381
H -4.589 -5.924 2.204
H -3.002 -2.644 4.022
H -4.516 -3.615 4.291
C -2.193 -1.242 -4.854
C -1.619 -2.536 -4.412
C -2.700 -3.439 -3.813
S -3.665 -2.301 -2.765
O -3.248 -2.427 -1.340
O -5.074 -2.388 -3.090
C -2.919 -0.701 -3.587
H -2.906 -1.428 -5.658
H -1.419 -0.547 -5.176
H -0.915 -2.400 -3.591
H -1.010 -2.960 -5.210
H -2.289 -4.157 -3.103
H -3.415 -3.871 -4.513
H -2.285 -0.279 -2.807
H -3.694 0.003 -3.891
C 5.424 3.360 -4.387
C 4.554 4.434 -3.639
C 5.486 5.130 -2.719
S 6.891 3.984 -2.177
O 6.679 3.544 -0.809
O 8.149 4.581 -2.612
C 6.304 2.603 -3.293
H 6.064 3.919 -5.069
H 4.774 2.780 -5.042
H 3.750 3.938 -3.096
H 4.163 5.164 -4.349
H 5.010 5.476 -1.802
H 5.784 6.031 -3.255
H 5.538 2.058 -2.742
H 7.156 1.983 -3.574
C -0.091 -1.413 1.815
C -1.390 -0.863 1.100
C -0.811 0.417 0.416
S 0.732 -0.118 -0.459
O 1.730 0.989 -0.442
O 0.407 -0.903 -1.654
C 1.182 -1.285 0.903
H -0.164 -2.413 2.244
H 0.175 -0.790 2.668
H -2.167 -0.738 1.854
H -1.766 -1.553 0.344
H -0.512 1.150 1.165
H -1.457 0.905 -0.313
H 2.088 -0.776 1.232
H 1.629 -2.207 0.533
C 0.690 -4.367 -1.028
C -0.255 -5.577 -1.136
C 0.308 -6.678 -0.182
S 2.177 -6.573 -0.558
O 2.552 -7.593 -1.598
O 2.950 -6.488 0.628
C 2.099 -5.012 -1.411
H 0.837 -4.043 0.003
H 0.363 -3.651 -1.782
H -0.517 -5.949 -2.126
H -1.174 -5.134 -0.752
H 0.094 -7.735 -0.344
H 0.318 -6.486 0.891
H 2.111 -5.269 -2.470
H 3.000 -4.403 -1.347
C 1.411 -4.227 5.131
C 2.221 -3.523 3.990
C 2.391 -4.619 2.877
S 2.580 -6.249 3.689
O 3.959 -6.631 3.666
O 1.476 -7.120 3.271
C 2.084 -5.568 5.293
H 0.336 -4.349 4.993
H 1.420 -3.647 6.053
H 3.217 -3.173 4.264
H 1.628 -2.683 3.631
H 3.188 -4.504 2.142
H 1.466 -4.624 2.301
H 2.908 -5.273 5.943
H 1.563 -6.389 5.785
C 1.305 -0.354 6.601
C 1.816 1.051 6.711
C 0.793 2.135 6.456
S -0.327 1.386 5.146
O 0.415 1.288 3.916
O -1.709 1.940 5.187
C -0.124 -0.293 5.973
H 1.192 -0.811 7.584
H 2.039 -1.014 6.137
H 2.481 1.168 5.855
H 2.424 1.215 7.601
H 1.145 3.101 6.094
H 0.083 2.389 7.244
H -0.440 -0.936 5.152
H -0.943 -0.264 6.692
```

Calculated values
LUMO in eV: -0.14
Charge: 0
HOMO in eV: -8.03
Electronic energy in eV: -326000.5906
Gap between HOMO and LUMO in eV: 7.89